Below is the ion C5H4F6NS2 with charge +1, with properties calculated with ωB97M-V/def2-TZVPD.

XYZ file:
```
18
Properties=species:S:1:pos:R:3:forces:R:3
C -2.501924 0.349914 -0.024320 -0.05 1.30 -0.59
C -1.808772 -0.987914 0.067298 0.02 -0.13 1.85
C -0.348603 -1.046694 -0.317869 -1.12 0.16 -0.56
C 0.505480 -0.208960 0.729888 -0.26 -2.98 2.95
C 1.474928 0.809236 0.246566 2.02 1.16 -0.76
N 2.450759 0.366444 -0.635945 -1.87 -0.46 1.19
F 0.100011 -2.350998 -0.378959 -0.17 0.72 0.69
F 1.229548 -1.171840 1.432160 0.64 0.49 -1.46
F -0.167240 0.297112 1.819769 -0.37 0.74 -1.74
F -1.608474 1.480022 0.052524 -0.85 -1.74 -0.07
F 2.001945 -0.651272 -1.400728 0.75 0.34 -0.33
F 3.019293 1.303640 -1.391998 0.18 -0.11 -0.54
S -4.046253 0.587149 -0.361800 1.07 0.04 0.44
S 1.622027 2.337749 0.913512 0.40 -0.46 -0.88
H -1.795792 -1.397140 1.100638 -0.81 0.31 -0.38
H -2.425961 -1.610774 -0.563102 0.26 -0.55 -0.09
H -0.383068 -0.759014 -1.346129 1.03 1.12 -0.60
H 2.682088 2.653337 0.058494 -0.89 0.06 0.88
```
Positions in Å, forces in eV/Å.

As for the HOMO-LUMO gap: 5.7 eV. The charge is +1. For the relative energy (zero: lowest compared OMol25 entry of this formula, charge and spin), the calculation gives 13.8 kcal/mol. The highest occupied orbital energy comes out at -0.476 hartree.

---

Below is a structure of composition C6H30FeO18, with properties calculated with ωB97M-V/def2-TZVPD.

XYZ file:
```
55
Properties=species:S:1:pos:R:3:forces:R:3
Fe -1.383652 -0.400625 -4.065678 0.97 1.14 3.09
C 0.964294 -1.033304 -0.511074 -1.91 0.73 -2.19
C -0.082942 -0.347648 -1.101412 0.50 0.44 2.55
C -0.822756 0.765697 -0.271051 1.77 -0.71 1.31
O -1.628135 1.467712 -0.928779 -0.81 0.65 1.29
C -0.498305 0.939731 1.088033 -0.86 -0.23 -2.62
C 0.506427 0.156360 1.663048 -0.16 0.09 2.83
C 1.297763 -0.820494 0.839346 1.88 -1.19 0.01
O 2.242736 -1.468299 1.299531 -0.49 0.58 0.58
O 0.720182 0.211257 2.894306 0.06 -0.20 -1.36
O -0.563900 -0.574227 -2.253227 -0.70 -0.59 -2.59
H 1.463534 -1.796651 -1.089825 0.17 -0.22 0.29
H -1.046161 1.629972 1.709492 -0.06 0.19 -0.08
O -2.314659 1.218940 -3.073377 -2.08 -1.04 -3.92
H -3.177856 1.628519 -3.234991 0.24 -0.05 -0.22
H -2.173843 1.258839 -2.079051 0.91 -0.48 1.34
O 0.086024 0.984295 -4.445673 0.65 0.28 -0.68
H 0.087073 1.814875 -4.941972 -0.20 -0.18 0.06
H 1.014661 0.817407 -4.198475 -0.28 -0.48 0.01
O 1.041798 -4.029913 2.802419 0.02 0.00 -0.11
H 1.633894 -3.994157 3.560001 -0.03 0.05 -0.03
H 1.302765 -3.275114 2.259478 0.06 -0.01 0.15
O 3.022333 1.691615 3.584202 0.00 0.01 -0.45
H 2.372029 1.166876 3.080905 0.29 0.17 0.66
H 2.521736 2.457067 3.896907 -0.09 -0.17 -0.04
O -2.118676 -2.777483 -0.436155 0.05 0.15 -0.32
H -1.485356 -2.052009 -0.551232 -0.14 -0.30 0.15
H -2.986876 -2.369633 -0.525404 0.04 -0.05 0.11
O 4.499108 0.230191 -0.153908 -0.18 -0.11 -0.14
H 3.904574 0.958408 0.057898 0.12 -0.03 0.14
H 4.269351 -0.458618 0.484678 0.00 0.16 -0.03
O -4.476712 1.044567 1.254452 0.00 -0.48 -0.09
H -3.695732 0.493554 1.112458 0.00 0.11 0.20
H -5.072953 0.494843 1.775394 0.09 0.12 0.06
O -1.169295 3.572667 -2.518968 0.32 -0.31 0.30
H -1.106277 2.713359 -2.029701 0.07 1.18 -0.36
H -0.811652 3.397105 -3.393391 -0.08 0.05 0.14
O -0.240893 -3.809037 -2.721668 -0.19 0.06 -0.02
H -1.028975 -3.941350 -2.174113 0.15 0.10 0.11
H 0.495496 -3.999002 -2.128653 -0.08 -0.03 -0.08
O 4.503913 -3.767941 0.449560 -0.01 0.13 0.00
H 4.283181 -3.533927 -0.457216 0.02 0.01 0.06
H 4.101259 -3.070549 0.983018 -0.10 -0.11 -0.05
O -3.755868 3.549942 0.296257 -0.12 -0.14 0.20
H -3.254221 3.140860 -0.417270 0.11 0.04 0.18
H -4.035373 2.801498 0.858584 0.09 0.36 -0.42
O -2.034137 -0.518806 3.811313 -0.09 0.31 -0.17
H -1.308896 0.052705 3.511056 0.07 -0.31 0.23
H -2.153151 -0.290827 4.738514 0.05 -0.04 -0.03
O 0.666653 3.448025 4.156990 -0.13 0.14 -0.02
H 0.379292 4.346725 4.352860 0.05 -0.07 -0.02
H 0.087074 3.151914 3.445775 0.08 -0.05 0.06
O 2.152570 -1.281628 -3.723882 -0.08 0.65 -0.23
H 1.812464 -1.187239 -2.826073 0.01 -0.08 0.07
H 2.995084 -0.807051 -3.714235 0.02 -0.26 0.08
```
Positions in Å, forces in eV/Å.

As for the HOMO-LUMO gap (alpha / beta): 5.3 / 5.1 eV. As for the expectation value of S²: 6.0074. The charge is 0. For the relative energy (zero: lowest compared OMol25 entry of this formula, charge and spin), the calculation gives 26.6 kcal/mol. The highest occupied orbital energy (alpha / beta) comes out at -0.324 / -0.323 hartree. Its spin multiplicity is 5.

---

Below is a cluster of 11 separate species, C28H33F6N5O18 in total, with properties calculated with ωB97M-V/def2-TZVPD.

XYZ file:
```
90
Properties=species:S:1:pos:R:3:forces:R:3
O -11.622171 25.546113 -10.749915 2.31 -3.57 1.06
C -11.093733 24.536514 -10.254834 -2.60 3.93 -1.21
O -11.732559 23.781431 -9.357745 -1.14 -0.07 0.82
C -10.761662 23.132289 -8.577210 0.70 -0.69 0.23
C -9.680970 22.961218 -9.589387 1.40 0.90 1.29
F -9.846979 21.861801 -10.280816 -0.67 -2.23 -1.74
O -9.848948 24.073064 -10.420677 0.78 0.50 -0.59
H -10.396788 23.758038 -7.762713 -0.30 0.11 0.13
H -11.028077 22.136919 -8.221744 -0.60 0.30 0.03
H -8.675824 22.864487 -9.178976 0.13 0.81 -0.02
O -18.619048 14.943622 -10.588271 2.98 3.39 2.24
C -17.907680 15.801241 -10.027900 -2.55 -1.71 -2.01
O -16.912395 16.527201 -10.586166 -0.04 -0.83 -0.25
C -16.247754 17.280782 -9.587534 0.64 0.32 0.41
C -17.054106 17.013898 -8.302331 1.16 1.57 -1.68
F -17.550186 18.196936 -7.863419 -0.20 0.35 0.69
O -18.118116 16.277615 -8.762351 -0.46 -1.93 0.53
H -15.203871 16.993749 -9.460976 -0.08 -0.57 -0.26
H -16.190007 18.342194 -9.828727 -0.60 -0.02 -0.15
H -16.369613 16.611700 -7.555464 -0.87 -0.54 0.47
O -26.448287 7.698965 -7.931235 3.27 0.48 -1.52
C -25.376414 7.968791 -8.460400 -3.00 0.44 0.97
O -25.213418 8.866938 -9.465769 -1.02 -0.27 0.06
C -23.886515 8.817743 -9.916224 0.70 -0.28 -0.73
C -23.169246 8.242293 -8.733388 -0.02 1.17 -1.29
F -22.835421 9.373469 -8.022758 0.36 -0.44 1.27
O -24.157718 7.495767 -8.110276 0.61 -0.69 0.95
H -23.769796 8.156682 -10.774975 -0.30 0.10 -0.24
H -23.476251 9.807734 -10.115446 -0.38 -0.07 -0.17
H -22.256074 7.719286 -9.017420 -0.22 -0.44 0.70
O -19.895663 21.439149 -13.137715 -2.28 -1.32 1.81
C -20.832705 20.853693 -12.600944 4.08 1.65 -1.35
O -20.873409 20.467368 -11.294514 2.18 1.61 0.39
C -22.178200 20.207993 -10.930857 -0.79 -1.81 -1.35
C -22.607712 19.593017 -12.268348 -1.06 1.22 -0.26
F -23.937337 19.837642 -12.378757 -0.06 -0.46 -0.77
O -21.869766 20.407989 -13.263443 -2.14 -1.25 1.09
H -22.231498 19.484469 -10.117368 0.13 0.21 0.01
H -22.801211 21.084061 -10.750694 0.20 0.15 0.13
H -22.356818 18.559268 -12.506060 -0.25 -0.03 0.31
O -12.430209 17.343618 -18.817149 -0.21 0.35 -0.47
C -12.598372 18.437676 -18.387344 -0.75 -0.96 -0.79
O -13.463691 19.373202 -18.831545 -0.47 0.38 0.17
C -13.352793 20.515287 -17.975895 0.26 1.01 -0.30
C -12.562512 20.042484 -16.794531 0.07 0.42 -1.38
F -13.434655 19.761400 -15.810808 -0.30 -0.97 1.06
O -11.946121 18.891962 -17.334638 1.27 0.94 2.79
H -12.807131 21.316318 -18.474597 -0.04 -0.10 -0.34
H -14.274257 20.942517 -17.580310 -0.41 -0.50 -0.61
H -11.895832 20.809835 -16.401065 0.57 -0.58 -0.12
O -15.592304 8.190167 -10.470036 3.01 2.57 1.76
C -14.712722 8.892846 -9.943539 -2.84 -3.36 -2.50
O -13.406312 8.822403 -10.214799 -0.34 -0.52 -0.59
C -12.754087 9.788052 -9.448386 1.87 -0.45 0.94
C -13.771617 10.284842 -8.444029 1.45 -0.25 -1.36
F -13.730791 11.624660 -8.512193 -0.66 1.14 0.56
O -14.926161 9.781182 -8.988762 -2.18 0.68 1.40
H -11.971089 9.313052 -8.857302 0.40 -0.10 -0.49
H -12.335043 10.561545 -10.091994 -0.19 0.13 0.20
H -13.568688 9.948909 -7.427148 -0.52 0.17 0.10
C -19.587467 13.930056 -3.281129 1.24 -0.99 1.43
C -18.456202 12.989311 -3.030409 0.81 -0.33 -1.03
N -17.562939 12.279835 -2.833442 -1.00 0.73 -0.08
H -20.105205 13.820736 -4.234074 0.25 -0.11 0.22
H -19.180513 14.923263 -3.091324 -0.34 0.09 -0.27
H -20.172616 13.623728 -2.414026 -0.95 0.60 -0.28
C -20.150903 16.186870 -17.816050 0.25 -0.01 -0.64
C -20.260027 15.218512 -18.899507 -0.49 -3.15 -3.26
N -20.348580 14.460654 -19.806863 0.33 2.74 3.30
H -21.025007 16.834651 -17.882647 0.11 0.06 0.35
H -19.250343 16.749545 -18.062005 -0.04 0.29 0.37
H -20.036918 15.707126 -16.843958 -0.16 0.07 -0.12
C -9.079246 15.361959 -12.051986 -0.98 -0.42 0.83
C -7.834196 16.037558 -12.367343 -1.11 -0.23 0.03
N -6.867162 16.596639 -12.594650 0.81 0.37 -0.18
H -9.274583 14.460102 -12.632167 0.38 0.08 -0.05
H -9.993844 15.953477 -12.093409 0.35 0.59 -0.70
H -9.118088 15.109386 -10.992359 0.55 -0.38 0.06
C -11.167727 20.545753 -1.369601 -1.07 -0.86 -0.39
C -12.531213 20.082075 -1.645203 -1.19 -0.09 -0.02
N -13.594944 19.704336 -1.886821 0.80 0.27 0.19
H -11.208060 21.563620 -0.981750 0.36 -0.16 -0.12
H -10.703217 20.425044 -2.348255 0.65 0.45 0.28
H -10.777543 19.811696 -0.664603 0.44 0.39 0.06
C -10.587055 13.838103 -2.485148 0.96 0.80 -1.41
C -10.699556 14.807605 -3.614460 -0.29 -0.34 1.19
N -10.848959 15.543175 -4.478706 0.09 0.19 -0.32
H -9.551047 13.872640 -2.148076 -0.01 0.04 0.16
H -10.691640 12.880880 -2.995902 -0.55 -0.27 0.75
H -11.235383 14.100534 -1.649139 -0.21 -0.41 -0.37
```
Positions in Å, forces in eV/Å.

As for the HOMO-LUMO gap: 11.1 eV. The charge is 0. The SMILES is O=C1OC[C@@H](F)O1.O=C1OC[C@@H](F)O1.O=C1OC[C@@H](F)O1.O=C1OC[C@@H](F)O1.O=C1OC[C@@H](F)O1.O=C1OC[C@@H](F)O1.CC#N.CC#N.CC#N.CC#N.CC#N. For the relative energy (zero: lowest compared OMol25 entry of this formula, charge and spin), the calculation gives 104.6 kcal/mol. The highest occupied orbital energy comes out at -0.413 hartree.

---

Below is a structure of composition C32H64BMgN12O3P2, with properties calculated with ωB97M-V/def2-TZVPD.

XYZ file:
```
115
Properties=species:S:1:pos:R:3:forces:R:3
Mg -0.018663 0.196521 0.404907 -0.07 -0.04 -0.69
C 0.172982 5.062984 -0.543959 0.01 0.02 0.02
C 0.444127 3.724381 -1.240274 0.10 0.02 -0.01
C 0.808033 3.954055 -2.705898 0.05 -0.01 -0.09
C 1.510466 2.956702 -0.515431 0.05 -0.07 -0.04
C 2.890790 3.194904 -0.533407 -0.03 0.06 0.07
C 3.415091 2.280626 0.359370 -0.08 0.02 -0.06
N 2.413932 1.545047 0.855323 -0.07 0.07 -0.03
N 1.228301 1.947627 0.315799 0.20 -0.17 0.37
B 2.583379 0.563290 2.045784 0.07 0.05 0.01
N 2.158077 -0.912622 1.761220 -0.13 0.01 0.02
C 2.951834 -1.937142 2.094576 -0.17 0.00 0.01
C 2.194143 -3.086479 2.137169 -0.08 -0.02 0.03
C 0.886767 -2.677151 1.825246 0.13 0.04 -0.04
N 0.873639 -1.357279 1.573008 0.29 0.09 0.14
C -0.341290 -3.549304 1.947032 0.07 0.00 -0.04
C -0.012886 -5.027096 1.744555 0.07 -0.04 0.00
C -1.494145 -3.146948 1.046962 -0.07 0.01 -0.05
N 1.879587 1.088215 3.296015 -0.10 -0.30 0.03
C 2.510816 1.516267 4.405878 0.11 0.14 -0.12
C 1.561193 1.862796 5.330057 -0.03 0.01 0.13
C 0.333968 1.582113 4.700318 -0.02 -0.04 -0.07
N 0.528087 1.101083 3.470355 0.18 0.24 0.04
C -1.011398 1.800527 5.341351 0.04 -0.06 0.00
C -1.439200 3.268388 5.251008 -0.02 0.05 -0.02
C -2.110172 0.878992 4.822099 -0.05 -0.06 -0.04
H -0.647626 5.596110 -1.031034 0.04 -0.04 0.01
H -0.077943 4.925647 0.509023 0.01 0.00 -0.02
H 1.060196 5.699042 -0.587215 -0.03 -0.03 -0.01
H -0.461989 3.122191 -1.193091 -0.06 -0.01 -0.02
H 1.685334 4.600604 -2.788205 -0.04 -0.03 0.01
H 1.040890 3.017971 -3.219642 -0.01 0.06 0.05
H -0.010887 4.446288 -3.235232 0.02 -0.02 0.02
H 3.421518 3.954508 -1.085035 -0.03 -0.06 0.04
H 4.427109 2.117874 0.699360 -0.10 0.03 -0.06
H 3.766840 0.520605 2.252102 -0.03 0.01 0.03
H 3.994427 -1.764535 2.316933 -0.10 -0.03 -0.02
H 2.526095 -4.074400 2.410979 -0.02 0.07 -0.03
H -0.673620 -3.429350 2.982877 -0.03 0.03 0.05
H 0.353574 -5.206908 0.730063 -0.01 0.00 0.02
H 0.741147 -5.386182 2.445338 -0.03 0.02 -0.02
H -0.908518 -5.633691 1.890252 0.02 0.04 -0.01
H -1.246430 -3.298816 -0.006133 0.02 0.00 0.01
H -2.376009 -3.747655 1.283016 0.04 0.01 -0.01
H -1.760136 -2.104094 1.182916 0.00 0.03 -0.02
H 3.590328 1.542842 4.444617 -0.12 0.01 0.01
H 1.716241 2.246857 6.327245 -0.02 -0.06 -0.09
H -0.863377 1.575177 6.399087 0.01 -0.04 0.07
H -1.546123 3.574246 4.207002 0.01 0.00 0.02
H -2.398757 3.426197 5.751372 0.05 -0.02 -0.02
H -0.701713 3.926396 5.711778 -0.01 -0.02 0.00
H -2.541438 1.277651 3.904419 0.05 -0.08 -0.02
H -1.735547 -0.126096 4.617392 0.00 0.03 0.04
H -2.922227 0.805485 5.548208 0.02 0.02 -0.01
C -3.202879 -2.723778 -2.276627 0.08 -0.01 -0.01
N -1.779501 -2.833029 -2.602941 -0.12 -0.12 -0.01
C -1.345550 -4.144216 -3.073493 -0.01 0.05 0.05
P -0.857240 -1.514031 -2.409938 0.05 0.07 0.21
O -0.994360 -0.828594 -1.096913 -0.13 0.08 0.05
O 0.620932 -2.118409 -2.607185 0.04 0.02 -0.06
P 1.985998 -1.429962 -2.043488 0.02 0.12 0.12
O 1.658498 -0.298705 -1.149885 -0.08 -0.04 0.06
N 2.734068 -2.735748 -1.427292 0.16 -0.14 0.06
C 2.272037 -4.115006 -1.465470 -0.01 0.04 0.07
C 4.137201 -2.562483 -1.035495 -0.11 -0.01 -0.06
N 2.862679 -0.901656 -3.308463 0.09 0.07 -0.14
C 3.334103 -1.827080 -4.330972 0.01 0.01 0.08
C 3.228633 0.499218 -3.499402 -0.09 -0.03 -0.03
N -1.183898 -0.471016 -3.624676 0.01 0.18 -0.15
C -1.381687 -0.969349 -4.986357 0.04 0.03 0.04
C -0.637499 0.889935 -3.573612 -0.03 -0.12 0.02
H -3.811494 -2.997501 -3.141236 0.01 0.00 0.00
H -3.453058 -1.701415 -1.992242 0.04 -0.03 0.00
H -3.453617 -3.384058 -1.442444 0.01 0.01 -0.03
H -1.952164 -4.452322 -3.927632 -0.02 0.01 -0.01
H -1.461294 -4.891572 -2.283333 -0.01 0.02 0.00
H -0.304374 -4.119544 -3.383088 -0.05 0.02 0.01
H 2.770905 -4.682109 -2.258634 0.00 0.00 0.00
H 1.197908 -4.158086 -1.620678 0.04 0.00 0.01
H 2.493752 -4.586800 -0.509260 0.02 -0.04 0.06
H 4.821272 -2.920113 -1.812093 -0.04 0.00 -0.01
H 4.321425 -3.123783 -0.120184 -0.02 0.00 0.01
H 4.352710 -1.513323 -0.828415 -0.04 -0.02 -0.03
H 3.152945 -2.858859 -4.026352 -0.01 0.04 0.00
H 4.407153 -1.702449 -4.486619 0.02 0.01 0.00
H 2.826906 -1.657253 -5.283932 -0.01 0.02 0.00
H 2.835238 1.100100 -2.681779 -0.01 -0.02 -0.03
H 2.839732 0.873826 -4.451236 -0.01 0.00 0.02
H 4.316865 0.599605 -3.514300 -0.01 -0.02 -0.01
H -1.878003 -1.938292 -4.972173 0.02 0.04 0.03
H -0.431789 -1.063865 -5.524223 -0.02 0.00 0.02
H -2.014470 -0.269715 -5.532104 -0.01 0.01 0.01
H -0.395053 1.170106 -2.549208 -0.04 -0.07 -0.04
H -1.367104 1.597669 -3.971524 -0.01 -0.03 0.01
H 0.275540 0.966759 -4.172025 0.01 -0.04 -0.02
C -1.877116 2.458125 1.440570 0.03 -0.01 -0.05
C -3.260503 2.995655 1.873380 0.00 -0.07 -0.06
N -4.323600 2.285254 1.162560 0.02 -0.01 -0.05
C -4.069586 2.382391 -0.273778 0.03 -0.02 0.08
C -2.764680 1.636646 -0.650075 0.01 -0.03 0.11
N -2.033728 1.247413 0.583377 0.00 -0.09 0.17
C -2.906429 0.261299 1.280146 0.04 0.18 0.04
C -4.300323 0.878882 1.558571 0.03 0.05 -0.04
H -1.240120 2.195263 2.284892 -0.01 -0.03 0.01
H -1.329509 3.192217 0.850628 -0.04 -0.01 0.01
H -3.346672 4.062259 1.662573 -0.01 0.01 -0.02
H -3.421178 2.863718 2.943783 -0.02 0.03 -0.04
H -4.001734 3.440421 -0.529701 0.00 0.02 -0.01
H -4.919854 1.970330 -0.817296 -0.04 -0.03 0.00
H -2.126488 2.260799 -1.269822 0.05 0.03 -0.02
H -2.964804 0.723591 -1.206807 -0.01 -0.05 -0.04
H -2.405245 -0.043293 2.199533 0.02 0.01 0.04
H -2.987933 -0.607363 0.632014 -0.01 -0.06 -0.06
H -4.554815 0.804009 2.616310 0.01 0.03 0.01
H -5.075963 0.354824 0.998608 -0.02 -0.01 -0.01
```
Positions in Å, forces in eV/Å.

As for the HOMO-LUMO gap: 8.8 eV. The charge is +1. The highest occupied orbital energy comes out at -0.385 hartree.